{
  "formula": "C45H90O45",
  "method": "the ωB97M-V functional and the def2-TZVPD basis",
  "de_lowest_kcal_mol": 252.8,
  "largest_force_ha_per_bohr": 0.12975,
  "charge": 0,
  "homo_lumo_gap_ev": 10.39,
  "elements": ["C", "O", "C", "O", "O", "C", "H", "H", "H", "H", "H", "H", "C", "O", "C", "O", "O", "C", "H", "H", "H", "H", "H", "H", "C", "O", "C", "O", "O", "C", "H", "H", "H", "H", "H", "H", "C", "O", "C", "O", "O", "C", "H", "H", "H", "H", "H", "H", "C", "O", "C", "O", "O", "C", "H", "H", "H", "H", "H", "H", "C", "O", "C", "O", "O", "C", "H", "H", "H", "H", "H", "H", "C", "O", "C", "O", "O", "C", "H", "H", "H", "H", "H", "H", "C", "O", "C", "O", "O", "C", "H", "H", "H", "H", "H", "H", "C", "O", "C", "O", "O", "C", "H", "H", "H", "H", "H", "H", "C", "O", "C", "O", "O", "C", "H", "H", "H", "H", "H", "H", "C", "O", "C", "O", "O", "C", "H", "H", "H", "H", "H", "H", "C", "O", "C", "O", "O", "C", "H", "H", "H", "H", "H", "H", "C", "O", "C", "O", "O", "C", "H", "H", "H", "H", "H", "H", "C", "O", "C", "O", "O", "C", "H", "H", "H", "H", "H", "H", "C", "O", "C", "O", "O", "C", "H", "H", "H", "H", "H", "H"],
  "xyz": [[-11.494, -6.320, 11.792], [-12.430, -6.223, 12.859], [-12.324, -7.037, 14.005], [-11.546, -7.969, 14.241], [-13.403, -6.685, 14.766], [-13.885, -7.246, 15.943], [-11.968, -6.489, 10.825], [-10.715, -7.075, 11.900], [-10.950, -5.384, 11.666], [-14.598, -6.565, 16.408], [-12.968, -7.451, 16.495], [-14.322, -8.218, 15.713], [-14.563, 2.348, 4.519], [-14.979, 0.982, 4.527], [-14.308, 0.071, 5.254], [-13.365, 0.283, 6.051], [-14.956, -1.057, 5.225], [-14.448, -2.193, 5.893], [-14.856, 2.861, 5.435], [-15.147, 2.577, 3.628], [-13.502, 2.525, 4.340], [-13.739, -2.697, 5.235], [-15.310, -2.833, 6.082], [-13.923, -1.990, 6.826], [-11.556, 6.899, 9.033], [-10.668, 6.660, 10.152], [-9.594, 5.810, 10.091], [-9.172, 5.300, 9.033], [-9.024, 5.640, 11.303], [-7.844, 4.875, 11.343], [-11.180, 7.555, 8.248], [-12.412, 7.456, 9.415], [-11.829, 5.985, 8.505], [-7.686, 4.534, 12.366], [-7.022, 5.397, 10.852], [-7.877, 3.891, 10.876], [-6.039, -0.433, 16.416], [-5.902, -1.848, 16.098], [-6.114, -2.292, 14.965], [-6.563, -1.658, 13.988], [-5.724, -3.622, 14.966], [-5.371, -4.179, 13.731], [-5.753, 0.141, 15.534], [-5.292, -0.117, 17.143], [-6.973, 0.003, 16.771], [-4.340, -4.533, 13.707], [-5.566, -3.524, 12.882], [-5.867, -5.150, 13.723], [1.663, -5.783, 10.826], [2.125, -7.067, 10.668], [2.217, -7.630, 9.419], [1.643, -7.186, 8.463], [2.747, -8.851, 9.483], [3.094, -9.510, 8.289], [1.774, -5.479, 11.867], [0.604, -5.692, 10.587], [2.341, -5.101, 10.313], [4.117, -9.254, 8.013], [2.543, -9.059, 7.464], [2.968, -10.590, 8.368], [10.202, -0.326, 8.629], [8.979, -0.104, 7.933], [7.799, -0.532, 8.483], [7.720, -1.342, 9.463], [6.766, 0.146, 7.965], [5.419, -0.054, 8.230], [10.004, 0.019, 9.644], [11.028, 0.303, 8.299], [10.638, -1.320, 8.735], [5.087, 0.739, 7.560], [5.189, 0.205, 9.263], [5.024, -0.982, 7.816], [-1.515, 0.414, 12.612], [-0.246, 0.828, 13.087], [-0.098, 0.977, 14.476], [-0.749, 0.419, 15.410], [0.976, 1.833, 14.694], [1.384, 2.237, 15.974], [-1.812, 0.709, 11.606], [-2.340, 0.645, 13.287], [-1.542, -0.666, 12.464], [0.536, 2.152, 16.654], [1.929, 3.177, 15.896], [2.119, 1.524, 16.348], [1.836, 6.798, 5.853], [0.646, 6.508, 5.155], [0.186, 5.268, 5.055], [0.771, 4.271, 5.427], [-0.802, 5.256, 4.309], [-1.282, 4.073, 3.707], [1.709, 6.655, 6.926], [1.982, 7.864, 5.676], [2.668, 6.119, 5.665], [-2.033, 4.173, 2.924], [-1.853, 3.538, 4.465], [-0.465, 3.439, 3.360], [-3.028, -5.045, 0.616], [-2.993, -6.488, 0.869], [-1.906, -7.129, 1.265], [-0.907, -6.609, 1.715], [-2.037, -8.459, 1.049], [-1.349, -9.286, 2.017], [-2.346, -4.718, -0.169], [-2.747, -4.508, 1.522], [-4.019, -4.835, 0.213], [-0.289, -9.061, 1.905], [-1.483, -10.363, 1.920], [-1.494, -8.982, 3.054], [5.776, -5.142, 4.520], [6.839, -5.059, 5.343], [7.960, -5.831, 5.178], [8.092, -6.983, 4.742], [8.942, -5.037, 5.734], [10.247, -5.533, 6.039], [5.261, -6.091, 4.674], [6.217, -5.132, 3.523], [5.020, -4.429, 4.849], [10.814, -5.274, 5.145], [10.361, -6.585, 6.300], [10.720, -5.075, 6.907], [-7.675, 3.352, 1.787], [-7.537, 3.259, 0.382], [-7.000, 4.317, -0.290], [-6.538, 5.292, 0.299], [-7.118, 4.179, -1.601], [-6.606, 5.318, -2.356], [-6.658, 3.221, 2.159], [-8.402, 2.719, 2.296], [-8.054, 4.355, 1.981], [-7.111, 6.232, -2.044], [-6.867, 5.138, -3.399], [-5.525, 5.368, -2.228], [-5.429, -8.591, 6.254], [-5.885, -9.911, 6.452], [-6.929, -10.369, 5.776], [-7.453, -9.839, 4.800], [-7.306, -11.533, 6.362], [-8.446, -12.367, 5.894], [-4.474, -8.595, 6.781], [-6.149, -7.948, 6.759], [-5.307, -8.461, 5.179], [-9.360, -12.360, 6.488], [-8.006, -13.364, 5.868], [-8.848, -12.030, 4.939], [-12.658, 0.590, 13.089], [-11.953, 1.111, 14.267], [-12.556, 1.059, 15.351], [-13.612, 0.557, 15.681], [-11.848, 1.707, 16.302], [-12.412, 1.901, 17.631], [-12.819, -0.482, 13.209], [-11.996, 0.783, 12.245], [-13.635, 1.050, 12.943], [-11.812, 2.675, 18.108], [-12.462, 1.019, 18.271], [-13.363, 2.415, 17.495], [-2.671, -2.475, 6.253], [-3.654, -2.359, 7.316], [-4.792, -1.539, 7.028], [-5.044, -0.868, 6.102], [-5.642, -1.533, 8.122], [-6.887, -0.828, 8.138], [-1.746, -2.838, 6.702], [-2.414, -1.620, 5.627], [-3.000, -3.290, 5.609], [-7.277, -0.932, 9.151], [-7.583, -1.251, 7.413], [-6.795, 0.219, 7.851], [-8.879, -4.617, 2.045], [-9.605, -3.503, 1.589], [-10.697, -3.646, 0.841], [-11.222, -4.716, 0.656], [-11.168, -2.387, 0.438], [-12.102, -2.246, -0.625], [-9.378, -5.088, 2.892], [-7.946, -4.160, 2.375], [-8.697, -5.290, 1.208], [-12.117, -3.097, -1.307], [-12.003, -1.312, -1.179], [-13.038, -2.169, -0.072]]
}

=====

{
  "formula": "C22H24O2S2Sc",
  "method": "the ωB97M-V functional and the def2-TZVPD basis",
  "largest_force_ha_per_bohr": 0.05113,
  "charge": 3,
  "homo_lumo_gap_ev": 7.32,
  "elements": ["Sc", "C", "C", "C", "C", "C", "C", "H", "H", "H", "H", "H", "H", "O", "S", "C", "C", "C", "C", "S", "O", "C", "C", "C", "C", "C", "C", "C", "C", "C", "C", "C", "C", "H", "H", "H", "H", "H", "H", "H", "H", "H", "H", "H", "H", "H", "H", "H", "H", "H", "H"],
  "xyz": [[-0.240, -0.452, 1.873], [-1.992, -1.493, 3.512], [-2.403, -0.157, 3.401], [-1.561, 0.910, 3.886], [-0.302, 0.570, 4.372], [0.100, -0.785, 4.465], [-0.772, -1.781, 4.073], [-2.739, -2.227, 3.145], [-3.412, 0.138, 3.070], [-1.817, 1.960, 3.788], [0.424, 1.348, 4.608], [1.123, -0.929, 4.872], [-0.424, -2.804, 4.171], [-0.896, 0.565, 0.270], [-1.574, 1.760, -0.609], [-0.585, 3.276, -0.404], [0.906, 3.322, -0.682], [1.672, 2.361, 0.226], [2.036, 1.026, -0.502], [2.557, -0.220, 0.725], [1.637, -0.071, 1.926], [1.803, -1.720, 0.020], [2.098, -1.995, -1.317], [1.467, -3.101, -1.847], [0.519, -3.796, -1.106], [0.222, -3.515, 0.216], [0.938, -2.482, 0.819], [-1.361, 1.103, -2.227], [-1.566, -0.290, -2.397], [-1.233, -0.854, -3.596], [-0.921, -0.039, -4.671], [-0.771, 1.339, -4.567], [-0.955, 1.892, -3.293], [-0.718, 3.433, 0.644], [-1.167, 4.062, -0.977], [1.290, 4.330, -0.461], [1.144, 3.121, -1.744], [1.027, 2.386, 1.142], [2.521, 2.916, 0.535], [2.916, 1.149, -1.148], [1.215, 0.557, -1.038], [2.873, -1.331, -1.731], [1.635, -3.448, -2.882], [-0.046, -4.608, -1.613], [-0.479, -4.176, 0.680], [1.030, -2.557, 1.965], [-1.871, -0.916, -1.616], [-1.315, -1.917, -3.749], [-0.858, -0.555, -5.644], [-0.442, 1.774, -5.459], [-0.738, 2.924, -3.126]]
}